# C21H31Cl5OsP2

C21H31Cl5OsP2 as an isolated structure in a non-equilibrium geometry (ωB97M-V/def2-TZVPD, the OMol25 dataset).

XYZ file:
```
60
Properties=species:S:1:pos:R:3
P -1.623 1.560 -1.306
P -1.831 -1.474 0.911
C -2.840 0.097 -1.281
C -3.155 -0.451 0.129
H -2.536 -0.729 -1.962
H -3.812 0.434 -1.709
H -3.388 0.352 0.841
H -4.039 -1.120 0.092
C -2.457 -3.188 0.526
H -1.688 -3.965 0.701
H -2.782 -3.235 -0.533
H -3.331 -3.390 1.174
C -2.038 -1.459 2.733
H -2.989 -1.946 2.995
H -2.050 -0.413 3.078
H -1.203 -1.987 3.223
C -1.867 2.233 -2.987
H -1.159 3.097 -2.999
H -2.908 2.530 -3.132
H -1.553 1.478 -3.717
C -2.496 2.635 -0.104
H -2.517 2.125 0.876
H -3.513 2.828 -0.466
H -1.873 3.545 -0.014
Os 0.120 2.809 -1.189
C 0.872 -3.119 0.705
C 1.433 -3.435 -0.623
C 0.634 -2.879 -1.706
C 0.130 -1.555 -1.078
C -0.050 -1.940 0.363
C 0.184 -0.889 1.324
C 1.279 -1.203 2.268
C 1.868 -2.534 1.769
C 0.294 4.565 -0.231
H 0.315 -3.960 1.132
H 2.263 -4.144 -0.798
H -0.242 -3.498 -1.955
H 1.103 -2.721 -2.684
H 0.925 -0.804 -1.166
H -0.754 -1.097 -1.590
H 0.353 1.257 -1.667
H -0.018 0.186 1.098
H 0.987 -1.230 3.325
H 2.000 -0.375 2.218
H 2.824 -2.281 1.281
H 2.072 -3.244 2.582
H 0.702 4.530 0.773
H -0.553 5.235 -0.231
H 1.056 5.020 -0.863
Cl 2.450 2.739 -2.844
C 2.938 2.059 -1.302
C 2.021 2.257 -0.268
C 2.552 2.043 1.032
Cl 1.670 2.470 2.436
C 3.849 1.477 1.237
Cl 4.500 1.253 2.817
C 4.614 1.055 0.134
Cl 6.048 0.157 0.339
C 4.158 1.370 -1.170
Cl 5.055 0.868 -2.538
```

Results
Spin multiplicity: 5
<S²>: 6.025
HOMO-LUMO gap (alpha / beta), eV: 5.8627 / 6.1860
LUMO energy (alpha / beta), eV: -7.311 / -7.826
Molar mass, g/mol: 712.92
DFT total energy, a.u.: -3892.19127
Net charge: +2
Energy above the lowest of the compared OMol25 structures with the same formula, charge and spin, eV: 0.000